[1]
{
  "formula": "C28H23BBrF4KN3O9P3S",
  "method": "ωB97M-V/def2-TZVPD",
  "elements": ["K", "O", "P", "O", "O", "O", "P", "O", "O", "O", "H", "H", "F", "C", "C", "F", "C", "F", "C", "P", "C", "C", "C", "C", "C", "C", "C", "C", "C", "C", "C", "C", "C", "Br", "C", "F", "H", "H", "H", "H", "H", "H", "H", "H", "H", "H", "C", "C", "C", "N", "N", "C", "N", "S", "H", "H", "H", "H", "H", "H", "H", "O", "B", "O", "C", "C", "C", "C", "C", "C", "H", "H", "H", "H"],
  "xyz": [[-0.754, 0.132, 1.201], [-2.625, -2.672, 4.702], [-1.442, -2.159, 3.701], [-0.402, -3.198, 3.542], [-2.135, -1.557, 2.513], [-0.862, -0.925, 4.613], [0.528, -0.133, 4.473], [-0.021, 1.420, 4.575], [1.403, -0.396, 5.637], [1.017, -0.248, 3.054], [-3.446, -2.440, 4.258], [-0.045, 1.635, 5.512], [-3.488, -2.615, -6.791], [-3.107, -2.568, -5.490], [-3.338, -3.681, -4.701], [-3.906, -4.785, -5.241], [-2.971, -3.645, -3.369], [-3.157, -4.779, -2.652], [-2.415, -2.493, -2.826], [-1.893, -2.284, -1.086], [-2.705, -3.598, -0.086], [-2.050, -4.615, 0.593], [-2.751, -5.467, 1.436], [-4.120, -5.328, 1.593], [-4.788, -4.316, 0.913], [-4.080, -3.451, 0.097], [-0.132, -2.817, -1.114], [0.646, -2.702, 0.043], [1.999, -3.028, 0.023], [2.607, -3.447, -1.150], [1.847, -3.550, -2.307], [0.495, -3.243, -2.286], [-2.156, -1.347, -3.607], [0.070, 1.274, -1.999], [-2.509, -1.459, -4.926], [-2.288, -0.416, -5.804], [-0.978, -4.727, 0.501], [-2.215, -6.226, 1.991], [-4.662, -5.989, 2.259], [-5.856, -4.187, 1.039], [-4.595, -2.635, -0.400], [0.255, -2.399, 1.013], [2.569, -2.951, 0.942], [3.664, -3.688, -1.161], [2.307, -3.869, -3.235], [-0.082, -3.311, -3.199], [1.776, 6.267, 2.317], [2.084, 4.959, 3.037], [2.039, 3.783, 2.111], [1.450, 3.809, 0.974], [1.488, 2.593, 0.333], [2.124, 1.672, 1.027], [2.362, 0.400, 0.620], [2.717, 2.248, 2.531], [1.812, 7.103, 3.017], [0.787, 6.228, 1.864], [2.491, 6.447, 1.515], [1.364, 4.787, 3.841], [3.068, 4.999, 3.510], [1.937, 0.152, -0.267], [2.178, -0.266, 1.377], [2.451, 2.919, -1.971], [1.136, 2.785, -1.421], [0.512, 4.070, -1.421], [1.519, 4.948, -1.654], [1.482, 6.320, -1.606], [2.670, 7.002, -1.896], [3.832, 6.317, -2.220], [3.858, 4.917, -2.269], [2.686, 4.259, -1.980], [0.571, 6.840, -1.341], [2.683, 8.085, -1.863], [4.735, 6.872, -2.439], [4.756, 4.369, -2.518]],
  "relative_energy_kcal_mol": 7.7,
  "spin_multiplicity": 1,
  "energy_ev": -188936.4554,
  "homo_energy_ev": -2.4,
  "charge": -2
}

---

[2]
{
  "formula": "C5H6N",
  "method": "ωB97M-V/def2-TZVPD",
  "elements": ["C", "C", "C", "C", "C", "N", "H", "H", "H", "H", "H", "H"],
  "xyz": [[0.860, 0.097, 0.057], [-0.161, 1.543, -0.021], [2.179, 0.277, -0.016], [-1.377, -0.483, -0.005], [-0.022, -0.982, 0.032], [-1.318, 0.950, -0.013], [2.850, -0.319, 0.494], [2.577, 1.259, -0.317], [-1.957, -0.788, -0.917], [-1.773, -0.919, 1.112], [0.332, -2.055, -0.142], [-2.190, 1.420, -0.263]],
  "relative_energy_kcal_mol": 126.2,
  "spin_multiplicity": 1,
  "energy_ev": -6759.7054,
  "homo_energy_ev": -13.7,
  "charge": 1
}

---

[3]
{
  "formula": "C24H72O16",
  "method": "ωB97M-V/def2-TZVPD",
  "elements": ["O", "C", "C", "O", "H", "H", "H", "H", "H", "H", "O", "C", "C", "O", "H", "H", "H", "H", "H", "H", "O", "C", "C", "O", "H", "H", "H", "H", "H", "H", "O", "C", "C", "O", "H", "H", "H", "H", "H", "H", "C", "C", "O", "H", "H", "H", "H", "H", "H", "C", "C", "O", "H", "H", "H", "H", "H", "H", "C", "C", "O", "H", "H", "H", "H", "H", "H", "C", "C", "O", "H", "H", "H", "H", "H", "H", "C", "C", "O", "H", "H", "H", "H", "H", "H", "C", "C", "O", "H", "H", "H", "H", "H", "H", "C", "C", "O", "H", "H", "H", "H", "H", "H", "C", "C", "O", "H", "H", "H", "H", "H", "H"],
  "xyz": [[-1.196, -4.104, -3.982], [-1.072, -3.388, -2.766], [0.279, -3.570, -2.191], [0.406, -4.986, -1.735], [-1.068, -5.046, -3.773], [-1.275, -2.347, -3.015], [-1.837, -3.735, -2.056], [0.465, -2.889, -1.352], [1.022, -3.361, -2.970], [1.145, -5.390, -2.184], [-0.824, 0.913, 5.613], [0.124, 0.826, 4.582], [0.277, -0.552, 4.067], [-0.925, -1.032, 3.385], [-1.662, 0.519, 5.352], [-0.111, 1.516, 3.756], [1.076, 1.132, 5.022], [0.500, -1.219, 4.915], [1.083, -0.625, 3.345], [-1.638, -1.146, 4.024], [-0.064, 3.479, 0.383], [-0.446, 4.511, -0.542], [-0.209, 5.911, 0.001], [1.107, 6.381, -0.134], [-0.606, 3.610, 1.170], [0.098, 4.343, -1.466], [-1.522, 4.397, -0.759], [-0.521, 5.903, 1.074], [-0.884, 6.626, -0.478], [1.684, 5.916, 0.523], [-0.116, -1.666, 0.721], [0.415, -0.415, 0.287], [-0.410, 0.157, -0.827], [0.232, 1.297, -1.413], [-0.623, -1.531, 1.552], [0.495, 0.255, 1.156], [1.427, -0.581, -0.082], [-1.418, 0.421, -0.498], [-0.490, -0.651, -1.559], [0.084, 2.028, -0.752], [3.572, 2.440, 1.170], [3.976, 3.922, 1.103], [2.853, 4.813, 1.437], [3.416, 2.151, 2.215], [4.402, 1.818, 0.817], [2.679, 2.270, 0.573], [4.307, 4.185, 0.103], [4.793, 4.100, 1.817], [2.690, 4.749, 2.386], [-6.279, 3.396, -0.235], [-4.982, 3.419, -1.071], [-3.896, 2.602, -0.534], [-6.101, 3.731, 0.787], [-6.726, 2.397, -0.233], [-7.058, 4.056, -0.657], [-4.643, 4.456, -1.142], [-5.236, 3.086, -2.092], [-4.111, 1.675, -0.705], [3.163, 1.457, -3.987], [3.669, 0.927, -2.633], [2.816, -0.064, -2.056], [2.334, 2.165, -3.873], [2.763, 0.659, -4.626], [3.973, 1.929, -4.553], [3.750, 1.770, -1.931], [4.639, 0.449, -2.758], [1.968, 0.379, -1.843], [2.351, -4.567, 1.590], [3.151, -5.266, 0.478], [4.161, -6.184, 1.010], [1.840, -5.321, 2.214], [1.592, -3.865, 1.207], [2.959, -3.993, 2.294], [3.716, -4.511, -0.088], [2.477, -5.749, -0.235], [3.716, -6.930, 1.433], [4.705, -1.441, 0.855], [5.101, -1.379, 2.325], [6.502, -1.426, 2.537], [5.259, -2.291, 0.429], [4.960, -0.556, 0.290], [3.650, -1.718, 0.774], [4.566, -2.187, 2.843], [4.762, -0.439, 2.768], [6.788, -2.346, 2.544], [-3.097, -4.652, 1.753], [-1.943, -4.418, 0.816], [-1.779, -5.560, 0.008], [-2.800, -5.284, 2.587], [-3.920, -5.101, 1.193], [-3.490, -3.721, 2.187], [-1.025, -4.206, 1.399], [-2.074, -3.506, 0.207], [-0.969, -5.373, -0.530], [-2.201, 3.009, -3.396], [-0.994, 2.896, -4.269], [-0.460, 1.591, -4.362], [-1.973, 2.942, -2.339], [-2.860, 2.153, -3.593], [-2.783, 3.906, -3.633], [-0.198, 3.583, -3.932], [-1.268, 3.213, -5.274], [-0.100, 1.347, -3.493], [-4.468, 0.050, 1.425], [-5.153, -0.803, 0.424], [-5.143, -0.078, -0.866], [-5.044, 0.962, 1.527], [-3.438, 0.243, 1.135], [-4.386, -0.506, 2.360], [-6.158, -1.088, 0.770], [-4.604, -1.760, 0.297], [-5.667, -0.511, -1.538]],
  "relative_energy_kcal_mol": 0.0,
  "spin_multiplicity": 1,
  "energy_ev": -58812.0971,
  "homo_energy_ev": -9.7
}

---

[4]
{
  "formula": "C7H5BrN4O2",
  "method": "ωB97M-V/def2-TZVPD",
  "elements": ["C", "C", "C", "C", "C", "C", "C", "N", "N", "N", "N", "O", "O", "Br", "H", "H", "H", "H", "H"],
  "xyz": [[-2.312, 0.300, 3.028], [-2.514, -0.880, 2.355], [0.893, -1.517, -0.674], [-1.547, 1.053, 2.065], [-1.093, 0.211, 1.060], [1.941, -0.201, -2.150], [0.084, 0.874, -0.796], [1.940, -2.094, -1.082], [2.569, -1.354, -2.048], [0.814, -0.187, -1.221], [2.393, 0.743, -2.962], [0.046, 1.997, -0.988], [-1.588, -0.985, 1.334], [-1.107, 2.860, 2.329], [-2.822, 0.724, 3.817], [-3.035, -1.724, 2.709], [0.183, -1.927, 0.035], [3.032, 0.418, -3.651], [2.121, 1.689, -3.161]],
  "spin_multiplicity": 1,
  "energy_ev": -87432.8961,
  "homo_energy_ev": -8.5
}

---

| no. | orbital gap (eV) | LUMO level (eV) |
| --- | --- | --- |
| 1 | 6.08 | 3.6 |
| 2 | 6.45 | -7.3 |
| 3 | 9.65 | -0.1 |
| 4 | 8.37 | -0.2 |